94
Properties=species:S:1:pos:R:3:forces:R:3 method="wB97M-V/def2-TZVPD" total_charge=-2 relative_energy_kj_mol=244.72 gap_ev="3.3129 / 4.7192" multiplicity=3 total_energy_ha=-4776.48770 s_squared=2.04 homo_ev="-0.037 / -1.443"
Ti 0.408 -0.010 -0.937 0.043 0.951 -0.944
Cl -1.973 -4.210 -6.468 -0.033 -0.069 -0.118
C -1.616 -3.335 -4.985 -0.013 0.052 0.072
C -1.758 -3.984 -3.769 -0.001 0.001 0.000
C -1.462 -3.274 -2.603 0.068 0.002 0.005
C -1.024 -1.951 -2.623 -0.239 -0.018 -0.270
O -0.761 -1.318 -1.506 -1.836 -2.149 -0.838
C -0.908 -1.284 -3.898 0.005 -0.105 0.121
C -0.534 0.076 -3.971 0.002 0.106 -0.217
N -0.218 0.798 -2.888 0.042 -0.021 -0.105
C 0.119 2.113 -2.973 -0.043 0.362 -0.199
C 0.450 2.858 -4.113 -0.015 -0.447 0.063
C 0.591 4.247 -4.045 -0.089 0.309 0.087
C 0.332 4.924 -2.875 0.057 0.089 -0.234
C 0.056 4.207 -1.696 -0.015 -0.357 0.076
C -0.434 4.806 -0.491 -0.112 -0.018 -0.081
C -0.527 4.049 0.615 0.104 0.108 0.123
C 0.035 2.715 0.596 -1.288 -0.647 -0.971
N -0.037 2.020 -0.604 0.022 1.563 0.972
C 0.080 2.793 -1.712 -0.005 0.528 -0.354
C -1.213 -2.020 -5.067 0.073 0.030 0.090
H -2.102 -5.008 -3.728 0.028 -0.008 -0.013
H -1.574 -3.751 -1.636 0.029 0.032 0.014
H -0.552 0.543 -4.959 -0.051 0.026 0.063
H 0.605 2.358 -5.062 -0.070 -0.033 0.012
H 0.860 4.799 -4.940 -0.015 -0.017 -0.002
H 0.343 6.009 -2.847 0.032 -0.015 0.026
H -0.767 5.838 -0.511 0.021 0.008 0.033
H -0.933 4.433 1.542 0.031 -0.029 -0.006
H -0.175 2.093 1.455 0.292 -0.024 0.056
H -1.126 -1.536 -6.033 -0.012 -0.011 -0.009
I 8.009 -1.573 -0.394 -0.472 0.053 0.000
C 5.972 -0.952 -0.387 0.690 0.065 0.161
C 5.250 -0.995 0.788 0.091 -0.099 -0.146
C 3.958 -0.503 0.786 -0.654 -0.027 0.345
I 2.881 -0.643 2.590 0.163 0.113 -0.290
C 3.321 0.002 -0.370 0.280 0.507 0.198
O 2.093 0.484 -0.378 3.318 -0.112 0.883
C 4.113 0.009 -1.547 -0.206 0.080 0.229
C 3.469 0.431 -2.830 -0.051 -0.021 -0.124
N 2.310 -0.406 -3.116 0.249 -0.201 -0.121
C 2.558 -1.830 -3.276 0.185 0.355 -0.018
C 2.700 -2.544 -1.954 -0.394 0.270 0.146
C 3.679 -3.503 -1.760 0.210 -0.244 -0.028
C 3.731 -4.201 -0.563 -0.317 0.229 0.011
C 2.750 -3.934 0.379 0.344 -0.339 -0.002
C 1.813 -2.956 0.107 -0.441 0.294 -0.105
N 1.793 -2.230 -1.013 0.445 -0.663 -0.156
C 5.424 -0.427 -1.538 -0.051 -0.120 -0.169
H 5.671 -1.422 1.686 -0.003 0.079 0.037
H 3.114 1.462 -2.750 -0.046 -0.016 -0.029
H 4.223 0.384 -3.635 -0.001 0.037 0.038
H 1.848 -0.058 -3.945 -0.272 0.050 0.117
H 1.676 -2.249 -3.769 0.015 -0.008 -0.053
H 3.438 -2.041 -3.910 -0.005 -0.077 0.076
H 4.401 -3.696 -2.544 0.015 0.065 0.001
H 4.510 -4.929 -0.373 0.005 -0.027 -0.024
H 2.724 -4.467 1.320 -0.041 0.067 0.030
H 1.028 -2.728 0.816 0.040 0.064 0.089
H 5.999 -0.389 -2.456 -0.020 -0.015 -0.007
C -6.269 -2.949 3.891 -0.014 0.074 0.020
C -5.600 -1.612 4.245 -0.068 -0.048 0.011
C -5.531 -1.470 5.773 0.019 0.010 -0.071
C -6.481 -0.476 3.717 0.076 -0.092 0.004
C -4.195 -1.584 3.637 -0.019 -0.015 0.062
C -3.214 -2.436 4.145 -0.056 -0.012 0.069
C -1.916 -2.472 3.637 0.098 0.038 -0.116
C -1.623 -1.633 2.585 -0.169 0.104 -0.055
O -0.462 -1.451 1.909 -0.042 -0.265 0.424
B -0.678 -0.465 0.895 -0.459 -0.429 0.765
O -2.049 -0.072 1.041 -0.317 0.127 0.191
C -2.594 -0.788 2.052 0.181 -0.115 0.110
C -3.877 -0.748 2.561 0.082 0.075 -0.130
H -7.290 -2.988 4.282 0.007 -0.010 0.015
H -5.706 -3.787 4.305 -0.002 -0.016 -0.009
H -6.309 -3.072 2.807 -0.004 -0.024 0.002
H -6.540 -1.466 6.196 0.000 -0.001 0.011
H -5.035 -0.536 6.045 -0.008 0.002 0.022
H -4.978 -2.289 6.232 0.008 -0.003 0.011
H -7.443 -0.487 4.234 -0.010 -0.010 -0.005
H -6.672 -0.588 2.649 0.003 0.058 -0.008
H -6.009 0.493 3.890 -0.037 0.028 -0.033
H -3.456 -3.098 4.968 -0.009 0.004 0.003
H -1.166 -3.133 4.054 0.003 0.004 -0.009
H -4.597 -0.076 2.114 0.004 0.009 0.026
Te 2.493 3.203 1.021 0.614 0.225 0.347
C 2.477 5.050 2.103 0.262 -0.172 -0.182
C 1.475 5.755 2.714 -0.160 -0.096 0.005
C 1.895 6.960 3.342 0.028 0.091 0.036
C 3.230 7.178 3.222 0.293 -0.126 -0.110
S 3.973 5.902 2.329 -0.307 -0.014 -0.014
H 0.451 5.417 2.720 0.010 0.018 0.016
H 1.223 7.635 3.857 0.003 -0.019 0.019
H 3.831 7.991 3.599 -0.102 0.042 0.031

***

94
Properties=species:S:1:pos:R:3:forces:R:3 method="wB97M-V/def2-TZVPD" gap_ev=7.9939 total_energy_ha=-5266.86239 smiles="O=C1C[C@H](CCCBr)CN1.O=C1C=CC(=O)C=C1.O=C1C=CC(=O)C=C1.O=C1C=CC(=O)C=C1.O=C1C=CC(=O)C=C1.O=C1C=CC(=O)C=C1.O=C1C=CC(=O)C=C1" homo_ev=-9.855
O -2.652 0.261 -1.067 0.323 -0.037 0.100
C -3.650 0.820 -1.452 -0.215 0.052 -0.339
C -5.042 0.700 -0.866 -0.200 -0.057 -0.045
C -5.630 2.067 -1.231 0.318 0.333 0.298
C -7.099 2.400 -0.927 -0.013 -0.303 -0.203
C -8.106 2.444 -2.083 -0.017 0.010 0.032
C -8.820 1.157 -2.446 -0.130 0.085 0.066
Br -7.711 -0.273 -3.175 0.019 -0.028 -0.039
C -5.068 2.236 -2.640 0.059 -0.163 -0.375
N -3.682 1.726 -2.525 -0.375 0.121 0.735
H -4.995 0.501 0.204 0.098 -0.007 -0.028
H -5.570 -0.126 -1.350 -0.030 0.053 -0.002
H -5.032 2.771 -0.634 -0.123 -0.018 0.062
H -7.475 1.714 -0.160 0.030 0.026 0.005
H -7.107 3.389 -0.469 -0.081 -0.013 -0.032
H -8.916 3.108 -1.761 0.056 0.037 -0.063
H -7.669 2.911 -2.969 0.010 -0.088 -0.006
H -9.313 0.726 -1.577 0.064 -0.030 -0.006
H -9.568 1.335 -3.214 0.018 0.006 0.012
H -5.587 1.590 -3.350 -0.087 0.084 0.015
H -5.087 3.247 -3.047 0.077 0.046 0.174
H -2.992 2.456 -2.391 0.196 -0.104 -0.428
C 0.448 -0.294 1.554 -0.053 0.028 -0.043
C -0.652 0.450 1.453 0.072 0.074 -0.032
C -1.035 1.393 2.534 0.002 0.013 0.004
O -2.032 2.079 2.450 -0.004 -0.002 -0.008
C -0.151 1.476 3.727 0.011 -0.004 -0.001
C 0.952 0.738 3.818 -0.003 0.014 0.001
C 1.339 -0.200 2.734 -0.021 -0.026 0.018
O 2.353 -0.863 2.815 -0.032 0.005 0.031
H 0.751 -0.988 0.780 0.050 0.000 0.022
H -1.303 0.428 0.587 -0.024 -0.089 0.082
H -0.456 2.170 4.499 -0.013 0.000 -0.004
H 1.618 0.782 4.670 0.006 -0.010 -0.005
C 0.728 0.424 -2.015 -0.011 -0.065 0.044
C 0.110 1.590 -2.161 0.013 0.119 -0.026
C 0.835 2.791 -2.642 0.021 -0.067 0.009
O 0.264 3.853 -2.781 -0.013 0.012 -0.005
C 2.280 2.639 -2.944 0.027 0.042 -0.006
C 2.908 1.475 -2.789 -0.135 0.116 0.143
C 2.172 0.276 -2.318 -0.048 -0.011 -0.026
O 2.729 -0.798 -2.196 0.022 -0.030 -0.033
H 0.206 -0.462 -1.675 -0.005 -0.011 -0.023
H -0.940 1.709 -1.939 0.017 -0.067 0.010
H 2.789 3.530 -3.291 0.000 0.001 0.001
H 3.959 1.349 -3.006 -0.032 -0.036 0.006
C 4.402 -6.206 2.043 0.003 0.011 -0.019
C 5.477 -5.433 1.931 -0.014 -0.028 -0.016
C 5.446 -4.006 2.336 0.011 -0.017 0.035
O 6.433 -3.305 2.234 -0.002 -0.003 0.001
C 4.170 -3.468 2.867 0.043 -0.013 -0.003
C 3.094 -4.242 2.974 -0.008 0.016 0.009
C 3.123 -5.670 2.573 0.008 -0.006 0.016
O 2.141 -6.375 2.673 -0.001 0.004 -0.003
H 4.400 -7.252 1.766 -0.011 0.001 -0.004
H 6.424 -5.799 1.554 0.003 0.013 -0.003
H 4.162 -2.424 3.146 0.002 0.001 -0.025
H 2.151 -3.872 3.354 -0.004 -0.001 -0.011
C -8.287 6.567 1.388 0.002 0.010 0.009
C -8.426 7.278 2.503 0.004 -0.004 -0.008
C -9.504 6.977 3.480 -0.001 0.001 0.001
O -9.634 7.625 4.494 0.000 -0.004 -0.006
C -10.419 5.849 3.164 -0.001 -0.007 -0.005
C -10.279 5.138 2.050 -0.004 0.005 0.012
C -9.202 5.441 1.076 0.001 0.002 0.000
O -9.071 4.790 0.060 -0.032 0.031 0.022
H -7.511 6.765 0.660 -0.004 -0.007 -0.006
H -7.773 8.103 2.757 -0.005 0.001 0.009
H -11.195 5.650 3.893 0.004 0.007 0.005
H -10.931 4.312 1.795 0.005 -0.001 -0.008
C 6.202 -0.889 -7.562 -0.010 0.007 0.017
C 6.177 0.107 -6.680 -0.013 0.013 -0.017
C 5.287 0.058 -5.494 -0.021 -0.091 0.017
O 5.259 0.969 -4.693 0.180 0.082 -0.112
C 4.434 -1.142 -5.313 -0.010 -0.057 0.016
C 4.460 -2.137 -6.196 -0.005 -0.002 -0.004
C 5.343 -2.090 -7.390 -0.013 -0.001 0.020
O 5.366 -2.997 -8.193 0.004 0.007 -0.008
H 6.838 -0.881 -8.438 -0.002 -0.010 -0.002
H 6.790 0.994 -6.778 0.000 0.002 0.006
H 3.812 -1.163 -4.425 0.040 0.016 -0.015
H 3.852 -3.026 -6.090 0.008 -0.006 -0.011
C 10.122 -4.410 4.278 -0.009 -0.001 0.000
C 8.794 -4.475 4.214 0.005 -0.001 0.005
C 8.061 -5.651 4.746 -0.016 0.000 0.012
O 6.850 -5.720 4.691 0.021 0.024 -0.010
C 8.859 -6.748 5.349 0.016 0.000 0.005
C 10.185 -6.680 5.412 -0.010 -0.008 0.003
C 10.922 -5.504 4.882 0.003 -0.006 0.003
O 12.131 -5.444 4.942 -0.007 0.003 -0.002
H 10.683 -3.567 3.896 0.005 -0.002 0.003
H 8.188 -3.696 3.768 -0.010 -0.004 -0.014
H 8.296 -7.592 5.728 -0.010 0.006 -0.004
H 10.793 -7.464 5.846 0.009 0.006 -0.002